DFT (the ωB97M-V functional and the def2-TZVPD basis) results for C21H54CrO17S5 as an isolated structure in a non-equilibrium geometry.

```
98
Properties=species:S:1:pos:R:3:forces:R:3
H -3.0606 -1.5675 -1.4310 0.20 -0.18 0.07
H 0.5882 -1.4833 -1.0396 0.44 0.35 -0.55
H 2.3898 3.2105 -2.6340 0.50 -0.40 0.28
H 0.4066 0.9795 -1.6595 -0.40 0.35 -0.26
O 2.2485 0.6442 -0.9378 0.65 0.29 0.56
H 0.1768 -0.7317 3.6960 -0.28 -0.09 0.08
O 0.9791 -1.5960 -4.1359 0.79 0.15 -0.91
O -4.4973 -4.5567 -3.7561 0.27 0.53 1.25
C 6.8898 2.2008 -3.2426 2.23 -1.43 -0.70
H -4.4175 -2.2169 -5.1932 0.60 0.20 0.16
H -5.1365 1.0039 4.6941 0.01 -0.14 -0.32
H 1.5809 0.1028 -5.2677 0.62 -0.53 0.06
O 2.9218 -2.5271 -5.3485 0.31 0.91 1.57
C -2.4042 3.3306 1.7862 -1.25 0.27 0.75
H -1.7126 3.7500 1.0555 -0.04 -0.23 0.20
O -0.9503 3.9415 4.0047 -2.96 0.33 -1.56
H 7.9407 3.9153 -2.5215 -0.09 0.26 -0.22
H 6.9502 1.7484 -2.2528 -1.50 0.68 0.64
O -2.1323 -2.6827 4.6663 -0.18 2.89 -0.42
H -0.7886 -0.8010 -0.3661 -0.35 0.48 0.32
H -2.3997 2.2493 1.9240 0.84 0.16 0.33
H 0.6734 -1.1171 0.5942 0.03 0.50 0.38
H 2.5379 -4.3627 0.5525 0.26 0.36 -0.28
H 7.0758 1.2982 -3.8246 0.21 0.12 -0.61
H -0.6670 1.0223 -5.3964 0.14 -0.36 -0.31
O 5.7639 2.8513 -3.7885 -2.87 -0.58 0.37
H -3.3945 2.2714 6.1041 -0.18 -0.42 0.32
C 4.7576 -2.4618 2.5653 -0.69 1.90 -0.23
H -5.2227 -0.6942 3.0837 0.13 -0.09 -0.33
H -2.7880 4.6022 5.8364 -0.12 0.86 -0.59
Cr 4.0656 -0.5477 -1.2257 -2.34 -0.74 2.29
H -3.7925 3.3089 7.4519 0.12 0.47 -0.13
H -5.0620 -2.3480 0.8243 0.14 -0.49 -0.21
S 4.2754 2.0515 -3.7861 -0.26 0.64 -0.25
O -3.5215 3.6158 4.1688 1.74 0.13 -2.67
H -4.6219 4.7820 5.4908 0.64 1.12 -0.81
O -2.3550 -3.4497 -3.1196 -0.89 0.10 0.18
H -0.2753 0.4060 -3.7941 0.29 0.58 0.09
H -5.0797 2.8162 6.3892 0.03 -0.19 -0.19
H 2.7322 -4.1409 -2.5755 -0.25 -0.15 -0.20
C 2.9482 -3.8564 1.4262 -0.14 0.89 0.42
H 1.3426 -4.2711 -3.8532 0.48 -0.37 0.13
C -4.6655 -0.9644 3.9807 -0.91 0.46 -0.70
H -3.7521 -1.2756 1.1190 -0.13 1.00 -0.90
C -5.1386 -0.0257 5.0520 -0.31 0.08 1.73
H 5.0002 -3.8573 1.1186 0.32 -0.43 -0.43
C 8.0638 3.1606 -3.2983 0.06 0.08 0.13
C -4.0230 -1.9560 -1.0979 -0.22 2.97 1.78
S -2.0659 -1.2156 4.5493 0.73 1.63 1.14
C 0.3459 1.7202 0.3559 1.00 1.22 0.40
C 0.2964 -0.7003 -0.3398 0.28 0.00 -0.41
C 0.8008 -0.6568 -5.2170 -0.85 1.52 -0.50
H -3.7190 -1.1191 -3.8049 -0.06 0.06 -0.67
H -1.0733 0.5102 3.2740 0.17 0.12 0.83
H -4.7217 -2.0528 3.9974 -0.15 0.00 0.99
C -4.3720 -1.9231 -4.1445 0.05 -1.56 1.80
H 0.6323 2.7498 0.1412 0.10 0.24 -0.59
H 4.1353 -1.6277 2.8893 -1.04 -0.26 0.35
C -4.0720 -2.0793 0.4558 0.66 -0.47 -0.39
H 8.2166 3.6212 -4.2743 -0.17 0.02 0.07
H -1.2803 -0.5360 -4.6727 -0.28 -0.10 -0.81
O -3.3379 -0.5695 3.7190 2.12 -0.93 -0.31
H -3.2786 -2.7746 0.7297 -0.48 -0.82 0.01
H -1.0417 -0.8546 2.3441 0.17 -0.88 0.19
H 2.2558 -3.1040 1.8036 -0.67 -0.36 0.08
C -4.0287 3.1044 6.4077 0.17 -1.50 0.15
H -4.8047 -1.2931 -1.4687 0.11 0.73 0.37
H -0.7295 1.7880 0.5197 -0.02 -0.69 -0.41
O -4.3512 -3.1464 -1.6889 -0.31 -3.19 -1.37
S 2.4564 -2.1870 -4.0181 -0.98 -1.30 1.96
H 0.8148 1.6368 1.3363 0.06 -0.76 0.15
S -3.7993 -3.4468 -3.1625 0.16 1.05 -2.11
H 2.8299 4.2301 -3.9902 0.36 -0.77 -0.82
H 8.9825 2.6393 -3.0293 -0.04 -0.22 -0.09
O -1.8595 -0.3439 5.7349 -0.70 -2.39 -1.85
O 3.1513 -1.3145 -3.0353 -0.47 -1.76 -2.73
S -2.2260 4.2725 3.3140 1.81 -2.20 2.36
H 0.6507 -1.0945 -6.2039 0.43 -0.63 0.27
H -4.4444 -0.0178 5.8924 0.17 -0.15 -0.02
H 3.1174 -4.6384 2.1665 -0.14 0.12 0.27
H 1.1207 -3.2869 -2.4324 0.30 -0.10 0.30
O -2.5065 5.6445 3.1050 -0.31 0.76 -0.51
C -0.8487 -0.5518 3.3733 -0.72 -0.12 -0.60
H -5.3972 -1.7544 -3.8148 0.03 0.09 0.05
O 4.3675 -2.2636 0.0975 -0.75 1.72 -0.73
O 4.3646 1.0322 -2.7522 0.50 1.12 -0.28
H -3.4473 3.4868 1.5115 0.05 0.55 -0.30
C 1.8803 -3.7021 -3.0948 0.23 1.77 -0.93
C 0.8650 0.7442 -0.6990 0.26 -2.95 0.10
H 4.0242 4.0850 -2.7529 -0.51 0.02 0.65
H 4.9204 -3.1307 3.4104 -0.03 -0.17 -0.27
C 4.2449 -3.0834 1.2552 1.93 -0.58 -0.96
O 3.8746 1.5893 -5.0944 0.79 0.70 1.06
C 3.2275 3.5335 -3.2521 1.25 -0.52 0.19
C -3.7079 4.1924 5.4192 -0.62 -0.01 2.78
H 5.6148 -1.8078 2.4054 0.80 -0.83 -0.41
H -6.1030 -0.1953 5.5307 -0.24 -0.37 -0.48
C -0.4249 0.1198 -4.8351 -0.79 -0.16 1.72
```
Positions in Å, forces in eV/Å.

2S+1: 5
Expectation value of S²: 6.020
Relative energy (zero: lowest compared OMol25 entry of this formula, charge and spin) (kcal/mol): 136.6
LUMO level (spin up / spin down) (eV): -0.129 / -0.180
E (eV): -140049.749
Net charge: 0

Mulliken atomic charge list, values in e, 5 entries: number 1, H, carries 0.138; number 2, H, carries -0.520; number 3, H, carries 0.110; number 4, H, carries -0.474; number 5, O, carries -0.591

=====

DFT (the ωB97M-V functional and the def2-TZVPD basis) results for C40H37As2GaNOS as an isolated structure in a non-equilibrium geometry.

```
83
Properties=species:S:1:pos:R:3:forces:R:3
C -2.1563 -5.3335 -0.6496 -0.28 0.35 -0.35
O 0.9860 -0.8616 -1.6827 0.96 -0.40 -1.06
C -2.8814 -0.3171 0.6308 0.10 -0.83 0.06
H 0.9166 1.1467 -3.5286 -0.53 0.25 -0.02
C 3.1567 -1.8773 1.2504 -3.16 1.50 -0.99
H 5.7120 2.2249 -3.4872 -0.20 -0.10 -0.43
C 2.4743 -2.1354 -5.1697 -0.04 -0.48 0.37
C -0.8787 3.6081 -0.1550 0.08 -0.32 -0.72
C -2.0572 5.6976 -0.1000 -0.86 0.23 0.78
C 2.3634 2.7116 -3.9376 -0.32 -1.02 -0.10
C -1.9757 4.3560 0.3010 0.34 -0.60 -0.48
C 1.9268 -2.5674 -6.3756 0.10 0.59 0.37
C -3.6599 -5.3209 1.2383 -0.21 0.51 -0.10
H -0.3726 -0.9195 -3.7033 0.21 -0.20 -0.38
H -3.7536 -1.1375 5.8597 -0.45 0.16 0.55
H 4.0055 -3.7733 1.7345 -0.10 0.80 -0.28
H 0.2005 -2.6130 -7.6721 0.16 0.12 0.59
H -0.9149 -3.6118 -0.9186 0.09 0.02 0.15
H -3.7280 -0.9800 3.4598 -0.03 -0.08 0.15
C 1.6351 -1.5885 -4.2159 -1.88 -0.11 0.05
H -3.8526 -0.5524 1.1332 0.77 0.12 -0.43
As -1.5104 -1.6450 1.3312 -1.81 0.30 -0.53
H -3.6688 -6.7928 -0.2994 0.16 -0.48 0.07
C -1.1503 6.2759 -0.9876 -0.23 -1.01 0.46
C 0.8890 3.1035 4.7743 1.02 0.01 -0.79
C -1.6930 -1.6990 6.0928 0.66 -0.45 -0.54
C -0.8720 3.1023 3.0904 -0.09 -0.27 0.05
S 2.2998 -1.2111 -2.6062 -0.73 2.24 -0.02
C 0.2792 -1.3383 -4.4748 0.08 -0.53 -0.75
C -0.3419 3.5181 4.3242 -1.00 0.27 0.16
C -2.2552 -3.4109 0.7981 0.78 -0.01 -0.17
C 1.1971 1.8878 2.7208 -0.78 0.08 -0.85
H -3.2170 1.7597 0.1694 0.47 -0.15 0.35
C 1.6964 2.3342 3.9057 -0.41 0.63 1.58
C 3.7363 2.9390 -4.0002 0.36 1.03 0.18
H 0.4019 5.7148 -2.4255 -0.04 0.36 0.86
H -2.6670 1.4516 1.8611 -0.13 0.08 -0.05
C 4.2117 0.7232 -3.2136 0.74 -0.46 0.30
H 0.3724 -2.3191 5.8871 -0.06 0.29 -0.05
H -1.2740 -1.5338 -5.9321 -0.14 0.10 -0.24
Ga 0.4904 -0.4486 0.0569 0.25 -0.95 0.51
N 2.2016 -1.2461 0.9844 2.14 -1.16 0.40
C -3.1861 -5.9072 0.0691 -0.18 0.16 0.40
C 0.5960 -2.3109 -6.6922 -0.13 -0.10 -0.07
H 4.9914 -2.6700 0.7284 0.42 0.04 -0.60
C 2.8745 0.4596 -3.1275 -1.00 0.44 -0.05
C -1.6695 -4.0802 -0.2954 -0.54 0.24 0.36
H -4.3794 -5.8658 1.8518 0.09 0.37 -0.18
C -0.1751 5.4459 -1.5256 0.53 0.25 -0.92
H -2.7409 3.8265 0.8754 0.09 0.77 -0.07
C -0.4772 -1.8643 3.9838 -0.59 0.17 -0.89
H 0.8598 3.5661 -1.4672 -0.58 0.31 0.25
C 0.0218 4.1554 -1.0537 0.35 -0.55 -0.48
H 4.1023 3.9088 -4.3593 -0.14 -0.39 0.26
C -2.8159 -1.2640 3.9766 -0.48 -0.06 0.22
C -0.2250 -1.6923 -5.7532 0.57 0.18 1.23
H 1.8657 1.2953 2.1097 -0.10 -0.08 -0.31
As -0.6537 1.7227 0.4668 -1.06 1.95 1.79
C -0.1024 2.2596 2.2948 0.95 -0.83 -0.12
C -2.5424 1.1675 0.8165 0.06 -0.39 -0.39
H -3.6089 -3.5846 2.5102 0.03 0.03 -0.29
C -0.5117 -1.9730 5.3578 -0.16 -0.04 0.55
H -1.7113 -1.8109 7.1788 0.04 0.09 -0.39
C -3.2473 -4.0290 1.5835 0.75 -0.28 0.18
H 0.4723 -1.9566 3.4206 -0.62 -0.27 0.52
C 4.2861 -2.7128 1.5320 0.29 -0.55 1.57
C -2.8197 -1.3411 5.3924 0.06 0.09 -1.30
H 4.7823 -2.3330 2.4494 -0.20 -0.14 -0.45
H -1.8829 3.4224 2.7928 0.70 -0.08 0.24
H -0.9291 4.1930 4.9540 0.10 -0.29 -0.27
H 2.5688 -3.0970 -7.0459 0.22 -0.09 -0.47
H 1.6155 3.4682 -4.2280 0.58 -0.50 0.07
H 1.2958 3.4699 5.7193 -0.22 -0.20 -0.29
H 4.9053 -0.0868 -3.0765 0.47 -0.01 0.47
H 3.5178 -2.2771 -4.9227 0.11 -0.23 -0.23
C 1.9483 1.4371 -3.5391 0.02 -0.20 0.56
H -2.9835 -0.5946 -0.4372 -0.02 0.19 0.51
H -2.8940 6.3248 0.2725 0.64 -0.61 -0.21
C -1.6856 -1.5767 3.2609 2.47 0.21 0.65
H -1.2720 7.3204 -1.2206 0.10 0.03 -0.40
H -1.8239 -5.8420 -1.5429 0.26 0.10 -0.03
H 2.7077 2.1179 4.1983 0.22 -0.21 0.05
C 4.6541 1.9877 -3.5773 -0.05 0.10 -0.15
```
Positions in Å, forces in eV/Å.

Relative energy (zero: lowest compared OMol25 entry of this formula, charge and spin) (kcal/mol): 0.0
LUMO level (eV): -9.161
E (eV): -230479.472
Net charge: +3

Mulliken atomic charge list, values in e, 5 entries: number 1, C, carries -0.646; number 2, O, carries 0.428; number 3, C, carries -1.338; number 4, H, carries 0.349; number 5, C, carries 0.783

=====

DFT (the ωB97M-V functional and the def2-TZVPD basis) results for a 2-piece molecular cluster, C7H5ClN4 overall in a non-equilibrium geometry.

```
17
Properties=species:S:1:pos:R:3:forces:R:3
C -1.1369 0.7825 -0.5610 -0.94 0.40 -1.35
N -2.6723 1.5796 0.7160 -0.05 -0.06 0.03
C -4.1350 -0.7878 0.2518 -0.25 -0.48 0.86
C 0.8413 -0.1414 -1.4409 -0.14 -1.58 0.15
C 0.5420 -0.0323 0.9736 0.19 0.42 -1.18
C 1.2913 -0.4076 -0.1125 0.93 0.65 0.63
Cl -4.9873 -0.5115 -1.0733 -0.42 0.29 -1.12
N -2.3896 1.3974 -0.5306 0.91 0.07 1.60
H -1.8525 1.0773 2.4776 -0.17 -0.09 1.95
N -1.6959 1.0796 1.5235 0.38 0.38 -4.03
C -0.3884 0.4240 -1.6912 0.56 0.26 -0.26
H 1.0966 -0.0369 1.8641 -0.20 -0.14 1.59
H 1.3041 -0.6528 -2.2715 0.67 0.50 -0.15
C -0.6892 0.5656 0.7195 -0.64 0.05 1.52
N -3.7110 -1.0536 1.2834 0.46 -0.23 0.30
H -0.6724 0.6452 -2.7429 -0.14 -0.29 1.07
H 2.3212 -0.6915 0.2644 -1.12 -0.15 -1.62
```
Positions in Å, forces in eV/Å.

SMILES: c1ccc2[nH]nnc2c1.N#CCl
Relative energy (zero: lowest compared OMol25 entry of this formula, charge and spin) (kcal/mol): 3.8
LUMO level (eV): 0.626
E (eV): -25820.516
Net charge: 0

Mulliken atomic charge list, values in e, 5 entries: number 1, C, carries 0.899; number 2, N, carries -0.584; number 3, C, carries 0.430; number 4, C, carries -0.546; number 5, C, carries -0.788

=====

DFT (the ωB97M-V functional and the def2-TZVPD basis) results for C5H7NO in the gas phase in a non-equilibrium geometry.

```
14
Properties=species:S:1:pos:R:3:forces:R:3
H 1.8895 1.1424 -0.4839 0.16 -0.90 -0.17
O -2.7852 -0.2084 -0.6072 0.35 -0.04 0.33
H 0.7456 -0.7379 -0.9043 -2.14 0.11 -0.34
N 2.1285 1.0447 1.5495 -0.16 0.57 0.02
H -2.6958 -0.5300 0.2975 -0.15 0.11 0.05
H -1.6334 -0.0511 -2.2324 0.08 -0.19 -0.05
C 2.0404 0.4064 0.3186 1.22 0.37 0.50
C -1.6156 -0.6007 -1.2882 0.62 -0.08 -0.26
H -1.6336 -1.6791 -1.4987 -0.08 0.08 -0.23
H 1.8895 2.0180 1.4188 -0.25 0.45 0.54
C 1.0132 0.0742 1.3701 1.06 -0.40 -0.09
C -0.1241 0.2508 0.5940 -1.26 -0.01 -0.33
C -0.3090 -0.3531 -0.5665 0.46 0.00 0.14
H 1.0898 -0.7762 2.0325 0.09 -0.06 -0.11
```
Positions in Å, forces in eV/Å.

Relative energy (zero: lowest compared OMol25 entry of this formula, charge and spin) (kcal/mol): 168.6
LUMO level (spin up / spin down) (eV): -0.189 / -0.461
E (eV): -8828.892
Net charge: 0

Mulliken atomic charge list, values in e, 5 entries: number 1, H, carries 0.329; number 2, O, carries -0.492; number 3, H, carries 0.298; number 4, N, carries -0.383; number 5, H, carries 0.308

=====

DFT (the ωB97M-V functional and the def2-TZVPD basis) results for C19H47BNO11PS4Si2 as an isolated structure in a non-equilibrium geometry.

```
86
Properties=species:S:1:pos:R:3:forces:R:3
H -1.7015 4.5855 -1.6133 0.03 -0.01 0.02
O 4.1955 -4.0756 -1.1993 -0.03 0.28 0.22
H 6.7237 -6.1478 1.9818 -0.01 0.02 0.00
H -4.0620 3.5435 -0.2637 0.08 -0.10 0.03
H -0.4607 4.7048 1.1817 0.02 0.00 -0.02
Si -2.0000 -4.5535 -0.1658 -0.36 -1.03 0.45
C -3.4612 4.0350 0.5000 -0.31 0.35 -0.10
O -3.0264 -5.3352 0.9686 0.77 1.94 0.42
Si -3.3858 -4.4719 2.3902 -0.34 -1.44 -0.16
H 0.5822 4.5430 3.3395 -0.11 0.09 -0.04
H 5.0313 -7.1696 0.5310 0.00 0.03 0.01
H 3.5642 6.6156 3.1422 -0.06 0.02 -0.05
H 2.8336 -5.3821 1.6261 -0.03 0.08 -0.09
H -1.7620 -5.5709 -1.2180 0.23 -0.02 0.12
O -2.0564 1.8816 -0.0884 -0.04 0.36 0.18
H -2.6355 -2.8142 -3.0271 0.26 0.58 -0.47
H -2.3754 -4.6984 3.4465 0.11 0.09 -0.20
H -3.5902 5.8600 -0.6808 -0.01 -0.02 0.03
C -0.8050 4.1633 0.3024 0.15 0.23 -0.22
O -0.8084 -1.7138 -3.7988 -0.11 -0.34 -0.14
H -3.6056 -3.0399 2.1907 0.14 0.23 -0.25
H -4.8753 -2.2017 0.2006 -0.05 0.22 0.19
H -2.9960 -0.9281 -6.2692 0.09 -0.11 0.02
C -1.9870 -1.1587 0.3880 -0.46 1.05 0.33
C 3.5260 -5.6465 0.8293 0.02 -0.42 0.19
P 0.0693 -4.2564 0.6544 1.38 -0.85 0.62
C 2.0459 5.0461 4.8835 0.10 -0.02 0.01
O 3.8595 -3.0415 1.0798 -0.07 0.05 -0.20
B -2.7759 -2.9868 -1.0807 -1.38 2.00 -1.66
H -0.9670 -1.3369 0.0417 -0.14 -0.25 0.05
H 6.5012 -3.6774 1.0081 -0.11 0.08 -0.09
C -4.3618 -1.3180 -0.1989 -0.27 0.13 -0.85
H 1.7634 4.5484 5.8103 -0.02 -0.01 -0.03
H -0.0574 5.5792 4.6398 -0.01 0.09 -0.08
O -3.2426 -3.2160 -2.4100 0.08 -0.78 1.54
H 5.5114 -5.1077 2.7335 0.03 0.02 -0.02
C -2.3956 -0.4475 -5.4986 -0.32 0.37 -0.04
H -2.7530 6.0464 0.8549 0.02 -0.02 -0.02
C -1.5463 5.0877 -0.6547 -0.09 0.01 -0.06
C 0.2557 -0.2525 -5.7278 0.19 0.30 -0.15
H 2.1879 6.9724 5.8564 0.03 0.02 -0.02
C 0.8135 5.3545 4.0264 0.01 -0.36 0.24
C 2.8329 7.0849 3.8005 0.30 0.02 0.26
H 1.3529 -2.3698 -0.3189 0.21 -0.25 0.04
H -4.9359 -0.9870 -1.0744 0.05 -0.04 0.16
H -2.1326 -1.5409 1.4088 0.18 -0.23 -0.18
H 0.6012 0.2670 -4.8338 -0.02 -0.07 0.03
H -2.0894 -0.0614 0.4561 0.15 -0.68 0.01
H -4.3943 -0.5104 0.5375 0.15 -0.16 -0.03
S -2.0417 2.9932 0.8357 0.14 0.20 0.08
H 2.7129 4.3724 4.3407 -0.02 0.02 0.00
O -1.9202 2.7908 2.2612 0.00 -0.26 -0.19
O 1.3676 6.4779 1.6910 -0.29 0.22 0.04
H -4.6538 -5.0323 2.9143 0.02 0.02 -0.11
S 1.2165 6.8277 3.0859 0.17 -0.10 0.06
H 2.9829 -6.1123 0.0109 -0.10 0.17 0.00
C 2.7651 6.3738 5.1475 -0.09 -0.03 0.06
O -0.9510 -2.5457 -6.1753 0.02 0.00 0.28
C 4.6689 -6.5312 1.3403 0.09 -0.03 -0.03
C -1.8713 0.9179 -5.9566 0.04 0.08 0.02
N -2.9795 -1.6203 -0.5868 0.85 -1.33 0.59
H -2.9662 -0.3766 -4.5746 0.04 -0.17 0.02
H -0.9844 6.0022 -0.8399 0.02 -0.03 0.03
O 0.0051 -3.2740 2.0413 -0.73 0.07 -1.17
C -0.5223 0.6838 -6.6459 -0.10 -0.03 -0.05
H -1.7288 1.5671 -5.0895 0.01 -0.03 0.00
S 4.2914 -4.1360 0.2407 0.13 -0.25 -0.15
H 0.9024 -3.0732 2.2972 0.48 0.04 0.23
O 0.3488 7.8988 3.5130 0.02 -0.08 -0.29
H 3.7583 6.2201 5.5677 -0.01 0.02 -0.01
H 1.0897 -0.7486 -6.2191 -0.05 -0.14 0.09
H -2.5837 1.4091 -6.6187 0.00 -0.02 0.02
H 6.4413 -5.0049 -0.1845 -0.06 0.04 -0.04
H -0.6804 0.2080 -7.6168 0.04 0.00 0.02
H 0.0257 3.6369 -0.1625 -0.04 -0.13 0.11
H 0.0153 1.6167 -6.8122 0.01 -0.02 0.00
H 1.7908 -3.9296 -1.1381 0.08 0.05 0.23
H 4.3289 -7.1840 2.1434 -0.02 0.01 -0.03
C 5.7976 -5.6026 1.8021 -0.08 -0.02 0.06
C 5.9641 -4.5695 0.6935 0.32 -0.13 0.24
S -0.9490 -1.4676 -5.2173 0.05 0.08 -0.04
H 3.0314 8.1512 3.8824 -0.11 0.02 -0.13
C -2.8989 5.3735 0.0068 0.04 0.07 0.02
H -4.0428 4.1475 1.4121 0.03 -0.17 0.02
H 0.2912 -3.0716 -1.5143 0.27 -0.03 0.07
C 0.9969 -3.3290 -0.7060 -1.65 0.40 0.00
```
Positions in Å, forces in eV/Å.

LUMO level (eV): 0.424
E (eV): -113540.371
Net charge: 0

Mulliken atomic charge list, values in e, 5 entries: number 1, H, carries 0.287; number 2, O, carries -0.666; number 3, H, carries 0.357; number 4, H, carries 0.341; number 5, H, carries -0.285